(1)
The following is a DFT calculation (the ωB97M-V functional and the def2-TZVPD basis) of 10 unconnected molecules or ions with the total composition C40H59FO20.

```
120
C40H59FO20 (the ωB97M-V functional and the def2-TZVPD basis)
F -2.87 1.20 -3.40
O -2.32 4.04 -1.11
O 4.21 5.97 -1.55
O -0.42 -0.30 -1.62
O 0.88 4.38 -0.61
O -0.09 3.56 11.44
O 1.71 -5.17 2.46
O 2.19 1.69 6.89
O -2.87 5.24 -2.92
O 1.24 2.95 1.06
O 6.77 -8.53 0.17
O 1.07 -3.97 0.70
O -6.96 -8.16 -4.29
O 5.24 -6.94 0.52
O -2.12 -1.28 -2.71
O 1.86 3.23 5.31
O 0.10 2.30 13.28
O -3.58 -2.89 -5.49
O 4.77 4.47 -3.11
O -6.16 -6.89 -5.95
O -3.10 -4.29 -3.82
C -3.79 7.17 -1.92
C -3.72 0.06 -1.52
C 0.56 1.34 11.07
C -1.60 -4.12 -5.75
C -3.21 6.61 -3.21
C -6.90 -8.17 -2.85
C 3.86 3.07 4.08
C 0.18 2.40 12.09
C -1.58 -2.95 -6.73
C -2.70 5.08 -1.58
C -6.20 -7.14 -4.78
C 0.88 2.15 9.82
C 2.53 2.21 5.86
C -5.61 -7.44 -2.49
C 1.11 -2.81 2.74
C 3.97 7.38 -1.48
C -2.55 0.87 -2.08
C -0.01 3.37 10.02
C 1.60 2.24 -1.25
C 4.79 7.98 -2.62
C 0.28 -2.01 1.74
C 1.34 -4.13 2.01
C 3.71 1.84 4.98
C -3.05 -2.57 -6.79
C 4.42 -9.13 0.52
C 3.84 -6.86 0.85
C -3.49 -1.32 -2.20
C -3.01 6.38 -0.87
C 5.63 -8.22 0.38
C -5.49 -6.44 -3.64
C 4.74 6.86 -3.66
C 1.25 3.18 -0.12
C -2.81 -3.81 -4.88
C 0.74 -2.59 0.41
C 3.25 -8.17 0.35
C 0.87 4.33 -2.05
C 1.81 3.20 -2.43
C -1.51 -0.24 -2.11
C 4.60 5.61 -2.80
C 2.43 3.58 4.03
H 2.36 4.66 3.91
H -6.92 -9.21 -2.52
H -3.56 6.18 0.05
H 1.85 3.10 3.24
H 1.64 -2.10 0.03
H 4.39 8.93 -2.97
H -3.68 8.24 -1.84
H -4.85 6.92 -1.85
H -3.23 -1.52 -6.98
H 4.28 7.72 -0.49
H -2.31 1.79 -1.53
H 4.46 -9.93 -0.21
H -1.00 -2.13 -6.30
H -4.47 -6.20 -3.91
H 0.75 1.57 -1.41
H -0.78 -2.22 1.89
H -3.50 -2.10 -1.43
H 2.48 1.65 -1.00
H -3.61 -0.05 -0.44
H -0.02 -2.57 -0.36
H 1.93 2.45 9.83
H -1.16 -3.19 -7.70
H 4.45 -9.57 1.52
H 0.42 -0.93 1.80
H -4.18 -1.57 -3.01
H 0.62 -2.99 3.69
H -7.78 -7.66 -2.47
H 1.39 0.75 11.44
H 3.00 -8.08 -0.71
H 4.51 3.80 4.56
H 3.42 -5.98 0.37
H -4.77 -8.14 -2.53
H -3.60 -3.16 -7.53
H -0.71 -4.20 -5.13
H -4.65 0.56 -1.80
H 2.84 3.54 -2.45
H -0.30 0.69 10.93
H 0.39 4.28 9.58
H 2.35 -8.45 0.88
H -0.15 4.13 -2.38
H 5.63 6.79 -4.28
H 3.74 -6.75 1.93
H -6.02 -5.51 -3.43
H 2.09 -2.36 2.92
H -1.02 3.22 9.64
H -3.92 6.60 -4.04
H 5.81 8.14 -2.30
H -5.63 -6.99 -1.50
H 4.26 2.86 3.09
H 3.44 0.95 4.41
H -1.78 -5.08 -6.24
H 0.69 1.64 8.88
H 3.86 6.92 -4.30
H -2.30 7.13 -3.52
H -2.06 6.85 -0.61
H 2.90 7.56 -1.60
H 1.57 2.76 -3.40
H 1.19 5.31 -2.42
H 4.58 1.62 5.59
```

## Properties
Lowest unoccupied orbital energy = 0.1 eV
Charge = 0
Structure (SMILES) = O=C1OCC[C@@H]1F.O=C1CCCO1.O=C1CCCO1.O=C1CCCO1.O=C1CCCO1.O=C1CCCO1.O=C1CCCO1.O=C1CCCO1.O=C1CCCO1.O=C1CCCO1
Molecular weight = 878.9 g/mol
E_HOMO = -9.76 eV


(2)
The following is a DFT calculation (the ωB97M-V functional and the def2-TZVPD basis) of a molecular structure, C40H59FeN7O2.

```
109
C40H59FeN7O2 (the ωB97M-V functional and the def2-TZVPD basis)
Fe -0.60 -0.19 0.37
O -0.24 -1.95 -0.58
O 0.04 -0.07 2.20
N 1.94 -0.34 0.09
N -2.81 -1.19 0.56
N -5.32 -2.40 0.55
N -4.75 1.79 0.08
N -4.12 2.95 -0.15
N 0.00 1.57 -0.54
N -2.52 1.50 0.00
C 3.22 -3.56 -4.80
C -0.83 -1.95 6.19
C -1.36 0.11 4.93
C -5.18 -1.10 0.36
C 0.93 -0.64 2.99
C 1.41 1.84 -0.84
C 4.20 -2.31 5.36
C 0.91 -3.49 -3.70
C 2.17 0.54 -1.03
C 2.54 -4.36 -5.91
C -0.55 2.59 0.36
C 2.75 -2.63 -2.49
C 4.40 -4.40 -4.28
C -1.67 -4.56 -1.60
C 2.27 -3.23 -3.65
C -3.93 -0.49 0.38
C -4.20 -3.10 0.75
C 1.72 -1.77 4.97
C -2.41 -2.39 -2.69
C -0.77 1.48 -1.78
C 3.29 -1.12 3.32
C 1.91 -2.26 -1.46
C -0.77 -1.31 4.81
C 0.02 -3.13 -2.69
C 3.04 -1.74 4.54
C -1.77 -4.34 -4.06
C 3.71 -3.05 6.61
C 0.65 -1.24 4.25
C 5.02 -3.28 4.50
C 2.47 -1.68 -0.19
C -1.45 -3.58 -2.77
C 0.52 -2.43 -1.55
C -1.63 -2.15 3.86
C -2.79 2.76 -0.20
C -2.96 -2.49 0.76
C 5.10 -1.15 5.82
C 2.27 -0.58 2.56
C 3.75 -2.25 -5.39
C 2.55 0.20 1.31
C -3.75 0.93 0.16
H 1.73 -3.79 -6.37
H 3.64 0.30 1.17
H 1.86 2.40 -0.01
H 0.13 2.73 1.20
H -1.23 -3.17 3.80
H -2.05 -3.06 0.90
H 2.13 -5.30 -5.52
H -0.79 0.70 5.64
H -2.40 0.06 5.27
H 4.31 -1.04 2.95
H -1.10 -5.48 -1.79
H 5.51 -0.60 4.97
H -1.87 -1.99 6.52
H -2.09 3.56 -0.39
H 3.26 -4.60 -6.69
H 3.22 -2.38 7.30
H 3.57 -1.66 -0.26
H 1.80 0.04 -1.93
H -2.35 -1.80 -3.62
H -2.66 -2.21 4.22
H 4.53 -0.45 6.43
H 1.52 2.46 -1.74
H 3.82 -2.44 -2.37
H 2.13 1.20 1.47
H -1.16 -5.24 -4.15
H -4.65 3.80 -0.26
H -0.45 -2.98 6.17
H -0.76 2.43 -2.34
H -1.31 -4.13 -0.67
H 1.50 -2.23 5.92
H -0.69 3.56 -0.14
H 2.20 -2.31 0.66
H -2.82 -4.64 -4.03
H 4.04 -5.29 -3.78
H -6.07 -0.51 0.18
H 4.29 -1.67 -4.64
H 3.24 0.76 -1.18
H -1.50 2.25 0.76
H -2.16 -1.74 -1.86
H -0.35 0.70 -2.41
H 2.92 -1.63 -5.75
H 4.43 -2.44 -6.23
H 5.01 -3.83 -3.57
H 5.47 -2.78 3.65
H -1.62 -3.72 -4.94
H 5.05 -4.70 -5.11
H 5.94 -1.53 6.41
H -0.27 -1.38 6.93
H -1.34 0.61 3.96
H -4.31 -4.16 0.91
H 0.51 -4.00 -4.56
H 3.02 -3.86 6.34
H 4.38 -4.09 4.12
H -3.44 -2.73 -2.58
H 4.57 -3.50 7.12
H 5.82 -3.73 5.10
H -1.62 -1.71 2.88
H -1.81 1.22 -1.55
H -2.73 -4.82 -1.50
```

## Properties
Lowest unoccupied orbital energy (spin up / spin down) = -0.5 / -0.5 eV
Charge = 0
Molecular weight = 725.8 g/mol
E_HOMO (spin up / spin down) = -6.82 / -6.89 eV
Energy above the lowest of the compared OMol25 structures with the same formula, charge and spin = 75.5 kcal/mol
2S+1 = 5
⟨S²⟩ = 6.010